Formula: C22H40B11Br6GeN4OSTi
Source: the OMol25 dataset
Level of theory: wB97M-V/def2-TZVPD

Values from the calculation:
E_tot (Ha): -20198.11752
Gap between HOMO and LUMO (eV): 4.72
Strongest force on any atom (hartree/bohr): 0.038
ΔE to the lowest compared entry with this formula, charge and spin (kcal per mole): 44.81
HOMO energy (eV): -16.01

```
! wB97M-V def2-TZVPD RIJCOSX def2/J DEFGRID3
* xyz 3 1
Ti 0.5454 0.6802 0.3179
O 1.1340 0.3170 1.9513
C 1.4285 0.8004 3.1729
C 2.3768 0.1913 3.9792
C 2.6090 0.7326 5.2308
C 1.9031 1.8549 5.6697
C 0.9537 2.4469 4.8615
C 0.7020 1.9219 3.5890
C -0.2680 2.4781 2.6706
N -0.3884 2.2151 1.3384
C -1.4123 3.0491 0.8632
C -1.8960 3.7787 1.8871
N -1.1683 3.4118 2.9976
H 2.9005 -0.6859 3.6241
H 3.3481 0.2807 5.8784
H 2.1041 2.2655 6.6493
H 0.4276 3.3209 5.2250
H -1.6915 3.0658 -0.1743
H -2.6765 4.5190 1.9290
H -1.3038 3.7777 3.9294
Br 1.3784 -2.6547 1.4021
B 2.5469 -2.7060 -0.1647
B 3.4881 -4.1175 -0.6034
C 4.7410 -3.4715 -1.5535
B 4.2982 -2.5699 -0.1743
B 4.7929 -1.7842 -1.7213
B 4.2764 -2.8302 -3.0717
B 3.4702 -4.2618 -2.3840
B 2.0104 -3.7429 -1.5299
Br 0.3480 -4.7355 -1.4027
B 2.4981 -2.9401 -3.0768
Br 1.4161 -3.0933 -4.6702
B 3.3270 -1.3968 -2.6580
Br 3.1452 0.1988 -3.7532
B 3.3479 -1.2716 -0.8801
Br 3.1208 0.6196 -0.1692
B 1.9785 -1.9922 -1.6902
Br 0.2323 -0.9766 -1.6479
H 3.6484 -5.0639 0.0755
H 5.6949 -3.9773 -1.5115
H 5.0020 -2.5016 0.7668
H 5.8104 -1.1960 -1.7788
H 4.9677 -2.9234 -4.0175
H 3.6223 -5.3159 -2.8812
C 0.5614 4.5833 -3.5237
N 1.0898 4.6595 -2.1671
C 1.7585 5.8875 -1.7001
C 2.2117 5.5268 -0.2736
N 1.6886 4.1563 -0.1253
C 1.1035 3.7269 -1.2421
S 0.5015 2.1222 -1.5792
H -0.1169 5.4190 -3.6888
H 0.0260 3.6500 -3.6689
H 1.3829 4.6413 -4.2371
H 1.0543 6.7179 -1.7273
H 2.5924 6.1173 -2.3621
H 1.7801 6.1821 0.4792
H 3.2948 5.5306 -0.1705
H 1.8952 3.5686 0.6619
C -5.7414 -3.0432 2.4901
C -4.2804 -2.6146 2.5455
C -3.6294 -2.6748 1.1660
C -2.1414 -2.2237 1.1248
Ge -2.6767 -0.4292 0.6560
C -3.5228 0.3317 -0.9335
C -3.1712 -0.1626 -2.3274
C -3.3924 -1.6636 -2.5091
C -4.8640 -2.0586 -2.5489
H -6.1975 -2.9870 3.4763
H -5.8359 -4.0717 2.1402
H -6.3193 -2.4046 1.8187
H -3.7187 -3.2750 3.2100
H -4.2014 -1.6099 2.9703
H -4.2672 -2.1855 0.3989
H -3.6015 -3.7080 0.7991
H -1.5426 -2.6704 0.3341
H -1.6420 -2.3264 2.0835
H -3.3582 0.3132 1.8191
H -3.5039 1.4156 -0.8093
H -4.5397 0.0232 -0.6368
H -2.1430 0.1086 -2.5759
H -3.7953 0.3928 -3.0332
H -2.8760 -2.2092 -1.7041
H -2.9016 -1.9841 -3.4291
H -5.3968 -1.8081 -1.6261
H -4.9761 -3.1305 -2.7033
H -5.3774 -1.5509 -3.3657
*
```